1.
Here is a cluster of 3 separate species, C30H53FN3O6P in total in a non-equilibrium geometry from the Open Molecules 2025 dataset. Energies are from the ωB97M-V functional and the def2-TZVPD basis.

## Properties
Molar mass = 601.74 g mol⁻¹
Energy relative to the best compared isomer or geometry (same formula, charge and spin) = 0.000 eV
HOMO-LUMO gap = 6.83 eV
E_LUMO = -0.0503 hartree
F_max = 2.53 eV/Å
SMILES = CC(C)CC1=C(C(=O)NC(=O)F)C(=O)C(CCCC(=O)O)=C(P(C)C)C1=O.CCN(CC)CC.CCN(CC)CC
E = -60730.1611 eV

Geometry as ORCA input:
```
! wB97M-V def2-TZVPD RIJCOSX def2/J DEFGRID3
* xyz 0 1
C 4.17081 -0.90861 5.54651
C 5.20753 -0.58924 4.47668
C 6.29057 -1.67500 4.37217
C 5.82033 0.81746 4.63201
C 4.85230 1.83598 4.15899
C 4.04410 2.59032 4.90384
C 4.00844 2.60542 6.39337
O 3.20931 1.97367 7.03947
N 4.94590 3.48065 7.08641
C 6.04220 3.91087 6.28698
O 7.12890 3.39227 6.29447
F 5.78412 4.97718 5.53181
C 3.11844 3.54150 4.22030
O 2.90848 4.62972 4.71245
C 2.54796 3.05975 2.93044
C 1.11684 3.34087 2.52090
C 0.45027 4.55667 3.17150
C -0.59821 4.21143 4.22648
C -1.67330 3.27213 3.77428
O -2.38486 2.66384 4.55702
O -1.83995 3.16165 2.43337
C 3.37552 2.32573 2.17332
P 2.89914 1.58044 0.56857
C 4.05175 2.36686 -0.63378
C 3.55144 -0.13808 0.66868
C 4.75356 2.06091 2.68285
O 5.73585 2.02886 1.96533
H 4.56246 -0.64606 6.52164
H 3.30276 -0.28785 5.37832
H 3.87834 -1.94558 5.50131
H 4.65950 -0.58571 3.53684
H 7.28745 -1.26709 4.44446
H 6.16854 -2.21533 3.44528
H 6.16098 -2.40477 5.16158
H 6.13496 1.00507 5.65018
H 6.67840 0.83046 3.97575
H 4.40810 4.32133 7.30294
H 1.12136 3.49678 1.45664
H 0.55892 2.42739 2.67493
H -0.08519 5.08503 2.39350
H 1.16089 5.25617 3.57823
H -1.10554 5.13606 4.47813
H -0.16857 3.83323 5.14260
H -2.32059 2.33619 2.31835
H 4.21578 3.39297 -0.32427
H 3.58815 2.38755 -1.60818
H 5.02293 1.89526 -0.67544
H 4.48513 -0.20994 1.21422
H 3.71014 -0.49245 -0.34076
H 2.80782 -0.77658 1.12437
C -0.66544 -0.38392 -1.01695
C -2.04596 0.24072 -0.88252
N -2.80211 0.24017 -2.11760
C -3.99032 1.07411 -2.06564
C -5.11312 0.67802 -1.09827
C -2.96126 -1.05401 -2.75485
C -3.63430 -2.17794 -1.95490
H -0.09398 0.10153 -1.80878
H -0.11726 -0.26047 -0.08161
H -0.71422 -1.45297 -1.22905
H -1.91321 1.28207 -0.57405
H -2.58080 -0.26398 -0.05984
H -4.40329 1.14869 -3.07511
H -3.66500 2.08798 -1.81225
H -5.67797 -0.18092 -1.45722
H -5.81814 1.50580 -1.00078
H -4.73700 0.45261 -0.09997
H -1.97135 -1.40227 -3.06176
H -3.50282 -0.90754 -3.69326
H -3.27139 -2.23295 -0.92783
H -3.41930 -3.13900 -2.42710
H -4.71761 -2.06984 -1.93034
C -6.25671 -5.22637 -7.77796
C -4.94786 -4.45083 -7.75879
N -4.91143 -3.41455 -6.74575
C -3.79580 -2.49727 -6.89676
C -2.37424 -3.04581 -6.71948
C -5.19072 -3.85092 -5.39034
C -4.29786 -4.94181 -4.78334
H -7.10651 -4.55227 -7.89048
H -6.25978 -5.92078 -8.61873
H -6.39958 -5.81446 -6.87076
H -4.82759 -3.96871 -8.73223
H -4.11607 -5.16697 -7.66149
H -3.94026 -1.66256 -6.20491
H -3.86881 -2.05787 -7.89646
H -2.13617 -3.23285 -5.67305
H -1.65289 -2.31199 -7.08471
H -2.21528 -3.96616 -7.28173
H -6.22532 -4.20098 -5.35333
H -5.17564 -2.97186 -4.74027
H -4.10895 -5.76182 -5.47710
H -4.78764 -5.36918 -3.90576
H -3.33921 -4.54535 -4.45194
*
```

***

2.
Here is a structure of composition C30H53N4O6PS2Si2TaTe from the Open Molecules 2025 dataset. Energies are from the ωB97M-V functional and the def2-TZVPD basis.

## Properties
Molar mass = 1025.60 g mol⁻¹
Energy relative to the best compared isomer or geometry (same formula, charge and spin) = 0.122 eV
HOMO-LUMO gap = 7.23 eV
E_LUMO = -0.3440 hartree
F_max = 0.32 eV/Å
E = -105758.5265 eV

Geometry as ORCA input:
```
! wB97M-V def2-TZVPD RIJCOSX def2/J DEFGRID3
* xyz 3 1
Ta 0.69596 -0.25469 0.90331
C 2.75380 2.79842 0.51100
C 2.18529 2.47860 1.84780
N 1.50117 1.38805 2.18138
C 1.18193 1.38619 3.53330
C 1.58631 2.48639 4.20568
S 2.41924 3.53442 3.14796
C 0.55470 0.18019 4.03828
C 0.24340 -0.13629 5.31418
S -0.32971 -1.73649 5.38420
C -0.13659 -1.92965 3.71199
N 0.31991 -0.82748 3.10717
C -0.41026 -3.27953 3.13481
H 3.13984 1.89919 0.03385
H 3.56726 3.51436 0.61389
H 1.99525 3.23124 -0.13936
H 1.46145 2.71567 5.25157
H 0.34727 0.47037 6.19939
H -0.97729 -3.87243 3.85054
H 0.53177 -3.79784 2.94780
H -0.95956 -3.24264 2.19920
O 0.81652 -2.31714 0.76308
N 1.96702 -2.91520 0.79762
N 2.90984 -2.10895 0.94991
O 2.59727 -0.81504 1.10596
C 4.29479 -2.49833 0.97530
C 5.19625 -1.67874 1.63762
C 6.52349 -2.07129 1.67691
C 6.91991 -3.25433 1.06561
C 5.99425 -4.05433 0.40458
C 4.66364 -3.68033 0.34798
H 4.86827 -0.76794 2.11804
H 7.24927 -1.45710 2.19114
H 7.95808 -3.55459 1.10231
H 6.31070 -4.96998 -0.07486
H 3.93381 -4.28587 -0.17129
C -3.57313 0.64502 4.48749
Si -3.83601 1.59494 2.90621
C -5.30087 0.94917 1.95848
C -3.91067 3.42663 3.18331
C -2.24920 1.28206 1.85452
Te -2.13851 -0.75192 1.19549
C -3.06597 -0.53617 -0.68637
Si -3.42964 -2.21915 -1.53744
C -1.78052 -3.03559 -1.83923
C -4.30696 -1.79073 -3.11317
C -4.47498 -3.21115 -0.36222
H -4.43075 0.76868 5.15187
H -2.69487 1.01109 5.02507
H -3.45628 -0.42863 4.31399
H -6.21349 1.13401 2.52957
H -5.25446 -0.13056 1.78974
H -5.42116 1.45286 0.99670
H -4.77379 3.67674 3.80409
H -4.01570 3.97254 2.24396
H -3.02164 3.79823 3.69695
H -1.37812 1.49702 2.48180
H -2.18367 1.89315 0.95392
H -2.44445 0.11892 -1.28996
H -4.00164 -0.02235 -0.45169
H -1.14462 -2.41900 -2.47890
H -1.92609 -3.99467 -2.34075
H -1.23056 -3.23502 -0.91461
H -3.67235 -1.18619 -3.76621
H -5.23237 -1.24101 -2.93296
H -4.56729 -2.69819 -3.66185
H -3.93927 -3.47024 0.55549
H -4.78118 -4.15163 -0.82455
H -5.38787 -2.67910 -0.08497
C 2.17031 0.19513 -4.28021
C 2.89338 0.83900 -3.11936
C 3.69218 2.05688 -3.51725
C 3.70381 -0.15661 -2.31811
O 1.82854 1.41765 -2.15904
P 0.54304 0.80601 -1.60602
O 0.74965 -0.65304 -1.09955
O 0.28650 1.40893 -0.16368
O -0.65964 0.91143 -2.52745
C -1.27267 2.03483 -3.41835
C -0.30700 3.19240 -3.50098
C -2.55877 2.41288 -2.71679
C -1.51877 1.35601 -4.74275
H 2.90775 -0.22745 -4.96291
H 1.58843 0.92812 -4.83582
H 1.52235 -0.61987 -3.94964
H 4.49705 1.74895 -4.18532
H 4.14011 2.53407 -2.64612
H 3.07402 2.78060 -4.04564
H 4.50808 -0.53214 -2.95143
H 3.09468 -1.00705 -2.01071
H 4.16249 0.31117 -1.44637
H -0.09913 3.61336 -2.51479
H -0.77213 3.97556 -4.09984
H 0.62693 2.91479 -3.98313
H -2.36879 2.75989 -1.69966
H -3.25675 1.57610 -2.70159
H -3.02768 3.22903 -3.26632
H -0.59098 1.08152 -5.23994
H -2.05805 2.04729 -5.39161
H -2.13509 0.46792 -4.61123
*
```

***

Q: Among the records above, which one has the lowest molar mass?
A: C30H53FN3O6P